No. 1
{"formula": "C6H14N4", "method": "ωB97M-V/def2-TZVPD", "symbols": ["C", "C", "C", "C", "C", "C", "N", "N", "N", "N", "H", "H", "H", "H", "H", "H", "H", "H", "H", "H", "H", "H", "H", "H"], "xyz": [[-0.79943, 1.20008, -1.07584], [0.15009, 1.37964, -0.03615], [0.87623, 0.07333, 0.17467], [-0.16350, -0.87373, -0.32575], [1.57574, -0.25027, 1.46247], [1.98570, 0.21970, -0.94782], [-1.22946, -0.22297, -0.92424], [-0.04754, -2.14085, -0.45696], [-2.00244, 0.30255, 1.20472], [-2.35608, -0.26489, -0.00974], [-1.69426, 1.83699, -1.12622], [-0.42092, 1.15438, -2.07686], [0.28479, 2.25629, 0.43525], [2.49784, 0.39368, 1.70888], [1.70058, -1.31092, 1.59133], [0.94390, -0.00562, 2.22352], [1.70157, 0.83367, -1.79406], [2.11354, -0.81354, -1.20149], [2.82151, 0.83749, -0.51002], [0.71414, -2.62500, -0.24682], [-0.87590, -2.58463, -0.96466], [-1.90025, -0.39133, 1.96031], [-2.64866, 1.01750, 1.47234], [-3.22720, -0.02156, -0.53687]], "mulliken_charge": [-0.72, -0.56, 1.53, -0.23, -1.36, -1.20, -0.13, -0.09, -0.33, -0.30, 0.46, 0.40, 0.57, 0.36, 0.35, 0.54, 0.39, 0.39, 0.45, 0.22, 0.40, 0.27, 0.25, 0.33], "homo_energy_ev": [-18.114, -18.114], "relative_energy_kcal_mol": 153.9, "charge": 2, "e_tot_ha": -455.2236}

=====

No. 2
{"formula": "C6H14N4O2", "method": "ωB97M-V/def2-TZVPD", "symbols": ["C", "C", "C", "C", "C", "C", "N", "N", "N", "N", "O", "O", "H", "H", "H", "H", "H", "H", "H", "H", "H", "H", "H", "H", "H", "H"], "xyz": [[0.68401, 1.50022, -0.90393], [-0.65460, 1.40265, -1.04612], [0.72976, -0.99584, -0.05573], [-0.76667, -1.08308, -0.29998], [1.51598, 0.28368, -0.55676], [-1.36686, 0.12524, -0.85406], [1.51713, -2.02604, 0.31099], [-1.47305, -2.23714, 0.05364], [2.28140, 0.77296, 0.77966], [-2.40458, 1.01085, 1.15995], [2.49836, -0.00383, -1.43844], [-2.62988, -0.08319, -1.19135], [1.09981, 2.42447, -1.03384], [-1.40603, 2.14087, -1.31209], [1.06570, -2.78844, 0.82405], [2.51638, -1.97592, 0.27526], [-0.95785, -3.10999, 0.11351], [-2.36211, -2.29263, -0.40513], [2.99941, 1.43708, 0.72858], [2.84317, 0.13409, 1.33845], [1.79084, 1.26388, 1.53679], [-1.90891, 1.62357, 1.77717], [-2.13116, 0.12780, 1.57805], [-3.38068, 0.97763, 1.44769], [3.12562, 0.68057, -1.68610], [-3.22516, 0.69054, -1.14027]], "mulliken_charge": [-1.30, -0.44, 0.19, -0.01, 1.13, 0.79, -0.40, -0.50, -0.45, -0.68, -0.50, -0.47, 0.60, 0.43, 0.22, 0.26, 0.19, 0.25, 0.34, 0.35, 0.36, 0.25, 0.23, 0.27, 0.42, 0.46], "homo_energy_ev": [-15.580, -15.535], "relative_energy_kcal_mol": 42.3, "charge": 2, "e_tot_ha": -605.8387}

=====

No. 3
{"formula": "C6H14NO", "method": "ωB97M-V/def2-TZVPD", "symbols": ["C", "N", "C", "C", "O", "C", "C", "C", "H", "H", "H", "H", "H", "H", "H", "H", "H", "H", "H", "H", "H", "H"], "xyz": [[1.77275, -1.77979, 0.28380], [0.70446, -0.94007, -0.31380], [0.58620, 0.31799, 0.33160], [1.36915, 1.44828, -0.51912], [2.07249, 0.94167, -1.54481], [-1.06283, 0.68827, 0.11199], [-1.74267, 0.01076, 1.31552], [-1.70554, 0.23450, -1.08232], [2.17591, -1.41826, 1.21705], [2.53009, -1.88138, -0.40388], [1.39117, -2.72770, 0.64595], [0.88239, -0.64940, -1.34033], [0.67309, 0.22123, 1.50263], [2.20533, 2.04545, 0.16397], [0.56270, 2.06669, -0.90691], [-1.09896, 1.80482, 0.18547], [-1.78847, 0.64206, 2.16509], [-1.12809, -0.83554, 1.67871], [-2.66424, -0.48735, 1.04058], [-2.60333, 0.83211, -1.34998], [-2.04816, -0.79038, -1.17119], [-1.08343, 0.25604, -2.01002]], "mulliken_charge": [-1.06, -0.29, -0.35, -0.45, -0.88, 0.50, -1.52, -1.68, 0.32, 0.38, 0.30, 0.28, 0.47, 0.16, 0.18, 0.40, 0.35, 0.32, 0.41, 0.39, 0.39, 0.38], "homo_energy_ev": -2.471, "relative_energy_kcal_mol": 54.4, "charge": -1, "e_tot_ha": -366.9149}

=====

No. 4
{"formula": "C6H14NO", "method": "ωB97M-V/def2-TZVPD", "symbols": ["C", "C", "C", "C", "C", "N", "C", "O", "H", "H", "H", "H", "H", "H", "H", "H", "H", "H", "H", "H", "H", "H"], "xyz": [[-2.74899, -0.67001, -1.17106], [-1.33532, -0.13560, -0.79122], [-0.55714, -0.94029, 0.12221], [0.63906, -0.04107, 0.62004], [1.28315, -0.75891, 1.73941], [1.57586, 0.32831, -0.45826], [1.79461, 1.83576, -0.46121], [1.40855, 2.50369, 0.56201], [-3.35485, -0.96839, -0.35965], [-3.21295, 0.23326, -1.58159], [-2.67190, -1.35256, -1.95651], [-0.69250, 0.14652, -1.58341], [-1.69831, 0.80268, -0.24898], [-0.13185, -1.91718, -0.24383], [-1.16688, -1.20583, 0.98079], [0.26766, 0.89669, 0.94212], [0.60059, -0.87780, 2.57048], [2.02482, -0.16400, 2.23299], [1.40996, -1.70539, 1.38179], [2.36830, -0.24557, -0.53613], [1.34719, 2.28213, -1.31567], [2.85091, 1.95358, -0.44433]], "mulliken_charge": [-1.41, -0.37, -0.78, 0.61, -1.91, -0.45, -0.58, -0.86, 0.36, 0.37, 0.39, 0.37, 0.20, 0.28, 0.21, 0.41, 0.41, 0.42, 0.48, 0.29, 0.23, 0.34], "homo_energy_ev": -2.065, "relative_energy_kcal_mol": 43.3, "charge": -1, "e_tot_ha": -366.9326}

=====

No. 5
{"formula": "C6H14NO", "method": "ωB97M-V/def2-TZVPD", "symbols": ["C", "C", "C", "N", "C", "C", "C", "O", "H", "H", "H", "H", "H", "H", "H", "H", "H", "H", "H", "H", "H", "H"], "xyz": [[0.58486, -1.03056, -0.98924], [1.04077, -0.24953, -2.21224], [0.41887, -0.12416, 0.23278], [1.74120, 0.65936, 0.49924], [0.76762, 2.46513, 1.85653], [1.33492, 1.10014, 1.61477], [-2.62461, -1.60507, -0.18366], [-2.40419, -1.27456, -1.47051], [1.32599, -1.80738, -0.75571], [-0.39693, -1.48351, -1.17500], [1.89711, 0.38031, -1.95685], [1.30023, -0.91738, -3.02440], [0.22461, 0.40238, -2.54717], [-0.42840, 0.52208, 0.00315], [0.08076, -0.78371, 1.03513], [-2.64796, -0.73077, 0.52790], [0.96321, 2.82160, 2.86825], [1.15689, 3.16990, 1.13108], [-0.31205, 2.43796, 1.73798], [1.42656, 0.48845, 2.54293], [-1.85718, -2.29777, 0.25690], [-3.59225, -2.14288, 0.00814]], "mulliken_charge": [-0.16, -1.31, -0.42, -0.58, -1.21, 0.24, -0.53, -0.85, 0.32, 0.06, 0.36, 0.37, 0.27, 0.21, 0.38, 0.06, 0.36, 0.33, 0.28, 0.43, 0.11, 0.28], "homo_energy_ev": -2.363, "relative_energy_kcal_mol": 87.4, "charge": -1, "e_tot_ha": -366.8624}

=====

No. 6
{"formula": "C6H14NO", "method": "ωB97M-V/def2-TZVPD", "symbols": ["C", "C", "C", "O", "C", "N", "C", "C", "H", "H", "H", "H", "H", "H", "H", "H", "H", "H", "H", "H", "H", "H"], "xyz": [[-0.38643, 0.32475, -0.03650], [-0.06783, -0.43510, -1.30609], [1.38496, -0.93909, -1.22336], [2.27884, 0.11507, -1.03929], [-1.84648, 0.78871, 0.04940], [-2.73132, -0.22066, 1.54382], [3.19239, 0.49832, 1.83097], [-2.97723, -0.28866, 0.11311], [0.32606, 1.15627, -0.09101], [-0.18308, -0.26671, 0.86405], [-0.07110, 0.12644, -2.23752], [-0.81228, -1.23073, -1.56101], [1.65851, -1.48019, -2.22407], [1.55411, -1.76107, -0.47899], [-1.97652, 1.60820, 0.75570], [-2.01773, 1.32037, -0.97476], [2.57695, 0.85555, 2.69540], [2.61163, 0.20630, 0.93251], [3.81780, -0.28902, 2.30750], [-2.82622, -1.26764, -0.35322], [-3.94756, 0.17666, -0.01264], [3.96720, 1.37501, 1.71505]], "mulliken_spin": [-0.09, 0.02, 0.00, 0.00, 0.16, 0.93, 0.00, -0.08, -0.01, 0.01, 0.01, 0.00, 0.00, 0.00, 0.03, -0.01, 0.00, 0.00, 0.00, 0.02, 0.01, 0.00], "s_squared": 0.76, "homo_energy_ev": [1.836, 2.359], "relative_energy_kcal_mol": 82.4, "spin_multiplicity": 2, "charge": -2, "e_tot_ha": -366.7144}

=====

No. 7
{"formula": "C6H14NO", "method": "ωB97M-V/def2-TZVPD", "symbols": ["C", "C", "N", "C", "C", "C", "C", "O", "H", "H", "H", "H", "H", "H", "H", "H", "H", "H", "H", "H", "H", "H"], "xyz": [[-1.17715, 1.73301, -0.22930], [-1.00880, 0.23880, -0.14392], [0.45954, -0.28756, -0.14428], [0.39591, -1.77401, -0.19501], [1.10930, 0.15289, 1.04191], [1.03154, 0.21134, -1.41632], [-2.11567, -0.56172, 0.80547], [-1.96552, -0.60670, -0.67783], [-1.29483, 2.22727, 0.69314], [-2.14639, 1.81527, -0.79379], [-0.39446, 2.08536, -0.84328], [1.31373, -2.17161, -0.62216], [0.11970, -2.21726, 0.70471], [-0.36275, -2.01235, -0.99488], [2.26141, -0.05662, 0.99985], [0.91374, 1.29836, 1.25515], [0.66725, -0.22790, 2.06388], [0.42139, -0.06590, -2.36259], [1.07045, 1.35289, -1.39518], [2.06079, -0.05091, -1.68399], [-1.76345, -1.50914, 1.21149], [-2.85024, 0.12258, 1.02561]], "mulliken_charge": [-1.50, 0.90, 0.34, -1.05, -0.72, -0.85, -0.70, -0.46, 0.39, 0.46, 0.33, 0.35, 0.41, 0.45, 0.36, 0.31, 0.32, 0.36, 0.30, 0.36, 0.24, 0.41], "homo_energy_ev": -14.579, "relative_energy_kcal_mol": 80.7, "charge": 1, "e_tot_ha": -366.6386}

=====

No. 8
{"formula": "C6H14NO", "method": "ωB97M-V/def2-TZVPD", "symbols": ["C", "N", "C", "C", "C", "C", "C", "O", "H", "H", "H", "H", "H", "H", "H", "H", "H", "H", "H", "H", "H", "H"], "xyz": [[-0.64085, -1.41063, -0.46063], [-0.83654, 0.09881, -0.51412], [-2.22508, 0.40096, -0.85375], [-0.29110, 0.89043, 0.78334], [1.19418, 0.51837, 0.79251], [2.26006, 0.55285, -0.23475], [1.69111, -0.15957, 1.99841], [1.72798, 1.21853, 2.04397], [-1.55687, -1.65498, 0.07340], [-0.52631, -1.83143, -1.47434], [0.15510, -1.89014, 0.12079], [-0.22221, 0.48500, -1.23070], [-2.67416, 0.32475, 0.11201], [-2.42109, 1.41816, -1.28696], [-2.74299, -0.26958, -1.48287], [-0.41880, 1.98126, 0.62174], [-0.64568, 0.56133, 1.74308], [2.04693, 1.32908, -0.98115], [2.55498, -0.38264, -0.84957], [3.23793, 0.76630, 0.26705], [0.98887, -0.68967, 2.61942], [2.63064, -0.76360, 2.03313]], "mulliken_charge": [-0.83, -0.10, -0.92, -0.53, 1.11, -1.56, -0.84, -0.45, 0.42, 0.31, 0.36, 0.34, 0.44, 0.33, 0.40, 0.32, 0.43, 0.41, 0.28, 0.46, 0.32, 0.31], "homo_energy_ev": -14.215, "relative_energy_kcal_mol": 67.9, "charge": 1, "e_tot_ha": -366.6590}

=====

Number 1: molar mass 142.21 g/mol. Number 2: molar mass 174.20 g/mol. Number 3: molar mass 116.18 g/mol. Number 4: molar mass 116.18 g/mol. Number 5: molar mass 116.18 g/mol. Number 6: molar mass 116.18 g/mol. Number 7: molar mass 116.18 g/mol. Number 8: molar mass 116.18 g/mol.